[1]
Entry from the Open Molecules 2025 dataset: a structure of composition C13H24AlI2O4 (ωB97M-V with the def2-TZVPD basis set).

The geometry in XYZ format:
```
44
Properties=species:S:1:pos:R:3:forces:R:3:nbo_charge:R:1
C -0.859835 0.702762 2.271874 -0.70 0.36 0.14 -0.597
C -0.665088 0.794418 0.750588 0.32 0.21 -0.32 -0.418
C 0.241597 -0.355712 0.131103 0.28 1.24 1.17 0.241
C -0.710208 -1.464205 -0.362788 0.18 -0.54 0.40 -0.419
C -1.051336 -2.544618 0.690858 -0.79 -0.02 -0.55 -0.421
C -2.380736 -3.237531 0.262000 1.17 0.05 -0.24 -0.057
O -3.511958 -2.717900 0.950061 -0.06 -0.29 -0.47 -0.550
C -4.322503 -1.876609 0.161337 -0.20 0.48 0.13 -0.244
O 1.126902 -0.656895 1.199424 0.13 -0.17 -0.91 -0.964
Al 2.435922 0.610490 1.113777 0.29 -0.02 -0.19 1.677
C 2.209429 2.404289 2.038593 0.53 0.50 -0.20 -1.031
C 1.889282 3.563517 1.080767 -0.46 -0.54 -0.03 -0.055
O 1.185055 4.644241 1.751561 0.06 0.09 -0.21 -0.756
O 2.244847 1.045763 -0.678574 -0.95 -1.05 1.75 -0.942
C 1.143206 0.201849 -1.040739 0.38 0.89 -0.34 0.000
C 1.828616 -0.856050 -1.917118 -0.94 -0.81 1.34 -0.122
I 2.596821 -2.619085 -0.979630 -0.19 0.66 -0.12 0.163
C 1.929873 -0.668426 -3.203019 0.07 0.01 -1.71 -0.163
C 1.362110 0.579979 -3.864938 0.13 -0.07 0.31 -0.669
I 2.868365 -2.093885 -4.506821 -0.28 0.62 0.13 0.065
H -1.583677 1.490324 2.549117 0.16 -0.19 -0.01 0.186
H -1.289024 -0.242848 2.618934 0.13 0.07 -0.23 0.197
H 0.038655 0.896749 2.854526 -0.02 -0.15 -0.27 0.224
H -0.182007 1.765770 0.548902 -0.08 -0.23 0.01 0.205
H -1.661254 0.849732 0.283655 0.25 -0.09 -0.10 0.181
H -0.338281 -1.999777 -1.251672 0.10 0.19 0.23 0.208
H -1.654463 -1.006957 -0.689744 0.26 0.12 0.08 0.190
H -1.240942 -2.144343 1.690131 0.34 0.05 -0.15 0.222
H -0.224224 -3.261066 0.733931 -0.17 0.11 0.16 0.216
H -2.483023 -3.063809 -0.821408 -0.21 -0.23 0.18 0.156
H -2.306402 -4.324453 0.408402 -0.31 0.22 0.23 0.172
H -4.440327 -2.215390 -0.879758 0.10 -0.19 0.24 0.162
H -3.922815 -0.848534 0.120077 -0.08 -0.21 0.06 0.167
H -5.315814 -1.846108 0.626267 0.21 0.04 -0.08 0.180
H 3.761587 -0.220054 1.478903 0.17 0.22 0.11 -0.457
H 3.194264 2.657866 2.473529 -0.28 -0.22 0.16 0.207
H 1.493917 2.425764 2.871446 0.07 -0.04 -0.20 0.218
H 1.249475 3.244392 0.244393 0.20 -0.07 0.15 0.152
H 2.815193 3.935310 0.617277 -0.19 0.08 0.18 0.155
H 0.413143 4.839321 1.207565 0.22 0.04 0.20 0.455
H 0.478037 0.907737 -1.570473 -0.05 -0.87 -0.60 0.184
H 1.741097 1.445863 -3.306815 0.08 -0.09 -0.32 0.243
H 0.272748 0.602660 -3.734543 0.16 -0.11 -0.31 0.217
H 1.623757 0.655477 -4.920947 -0.05 -0.01 0.17 0.220
```
Positions in Å, forces in eV/Å.

- multiplicity = 1
- orbital gap (eV) = 7.410
- highest occupied orbital energy (hartree) = -0.1890
- total charge = -1

=====

[2]
Entry from the Open Molecules 2025 dataset: the ion C21H26N3S with charge +1 (ωB97M-V with the def2-TZVPD basis set).

The geometry in XYZ format:
```
51
Properties=species:S:1:pos:R:3:forces:R:3:nbo_charge:R:1
C 0.161379 2.780572 -2.220025 -0.23 0.88 0.63 -0.421
N 1.017540 1.703149 -1.714907 -2.28 -1.83 0.34 -0.425
C 2.389492 1.913966 -1.794729 2.62 0.55 1.25 0.156
C 3.354930 0.960865 -1.349060 -0.17 0.21 -0.26 -0.232
C 4.730554 1.213826 -1.414830 0.48 0.22 -0.28 -0.202
C 5.232154 2.425754 -1.920501 -0.49 0.04 0.14 -0.233
C 4.309889 3.407876 -2.295162 0.15 -0.31 0.19 -0.179
C 2.936401 3.192379 -2.152674 -0.56 -0.78 -0.22 -0.271
C 0.384744 0.418505 -1.373753 1.44 -0.01 -0.86 0.013
H 0.574075 3.294479 -3.107866 0.02 -0.58 0.41 0.226
H -0.858765 2.480617 -2.499127 0.40 -0.42 0.31 0.210
H 0.080256 3.541790 -1.416007 -0.17 -0.17 -0.54 0.206
H 3.058609 0.007217 -0.910996 -0.06 0.22 -0.21 0.192
H 5.467958 0.449968 -1.097288 -0.78 0.46 -0.10 0.224
H 6.305214 2.654459 -1.956503 -0.54 -0.36 -0.06 0.229
H 4.676720 4.363016 -2.697528 -0.33 -0.40 0.39 0.227
H 2.274293 4.032932 -2.326398 0.12 -0.17 -0.16 0.218
H 1.143288 -0.414631 -1.526735 -0.98 1.13 0.40 0.221
H -0.448067 0.267086 -2.098445 0.41 0.10 0.91 0.209
C 0.250463 2.003953 2.225955 0.23 0.48 0.08 -0.614
C 0.168173 0.556347 2.628073 -0.14 -0.22 -0.44 -0.212
C 1.166942 0.150445 3.730483 0.16 -0.13 0.07 -0.615
C 0.342656 -0.413842 1.402885 0.59 0.08 -0.02 -0.034
C -0.052110 -1.794790 1.960331 0.43 -0.06 0.70 -0.424
C -0.803195 -2.709915 1.048866 -0.02 0.46 -0.97 -0.213
N -1.837983 -1.871123 0.378594 0.41 -0.29 -0.21 -0.362
C -3.087150 -2.376790 -0.006507 0.23 0.13 -0.32 0.202
C -3.839575 -1.432650 -0.702686 -0.06 -0.47 0.22 -0.241
C -5.088692 -1.804357 -1.202881 -0.02 -0.21 -0.18 -0.176
C -5.473481 -3.153259 -1.125435 0.18 0.36 0.13 -0.194
C -4.677603 -4.116308 -0.481996 0.23 0.78 0.11 -0.171
C -3.486596 -3.701870 0.111961 -0.16 -0.50 0.28 -0.249
S -2.921574 0.062747 -0.847284 -0.39 0.07 -0.52 0.487
C -1.539428 -0.651752 -0.126040 0.71 -0.45 1.65 0.324
N -0.341898 -0.042722 0.103707 -0.57 0.34 -0.99 -0.471
H 1.236934 2.290668 1.839207 -0.15 -0.13 -0.04 0.215
H -0.511881 2.220088 1.478192 0.08 0.11 -0.11 0.211
H 0.045664 2.637533 3.089073 0.03 0.06 0.01 0.227
H -0.832858 0.396927 3.051630 -0.02 -0.07 -0.24 0.196
H 2.203920 0.242159 3.384360 -0.13 0.13 0.00 0.213
H 1.056729 0.761028 4.640500 -0.04 -0.05 -0.47 0.235
H 1.042662 -0.894691 4.050953 -0.05 0.37 -0.09 0.210
H 1.417797 -0.427150 1.169852 -0.25 0.08 -0.11 0.214
H 0.876510 -2.252499 2.314406 -0.28 -0.26 -0.11 0.247
H -0.671275 -1.654352 2.853916 0.07 0.07 -0.17 0.219
H -0.142142 -3.122134 0.271064 -0.34 -0.10 0.16 0.220
H -1.294531 -3.512341 1.614361 0.17 0.32 -0.35 0.237
H -5.735414 -1.050358 -1.650171 0.13 -0.34 -0.08 0.240
H -6.407680 -3.465656 -1.576501 0.01 0.14 0.08 0.239
H -4.986758 -5.161908 -0.425092 0.09 0.41 -0.05 0.243
H -2.867280 -4.405256 0.668753 -0.21 0.11 -0.29 0.230
```
Positions in Å, forces in eV/Å.

- multiplicity = 1
- orbital gap (eV) = 7.363
- highest occupied orbital energy (hartree) = -0.3886
- total charge = +1

=====

[3]
Entry from the Open Molecules 2025 dataset: a cluster of 2 separate species, C5H12O in total (ωB97M-V with the def2-TZVPD basis set).

The geometry in XYZ format:
```
18
Properties=species:S:1:pos:R:3:forces:R:3:nbo_charge:R:1
C -0.725160 0.811920 -0.548861 -0.06 -0.75 -0.36 -0.413
C -0.564468 -0.511000 -0.524575 -0.49 0.06 1.00 0.051
C -1.401651 -1.474238 -1.322646 0.55 0.06 -0.55 -0.654
C 0.407835 -1.115448 0.453485 0.64 0.03 0.06 -0.436
C 1.573885 -1.845745 -0.223588 -0.30 1.04 -1.31 -0.602
H -1.353586 1.252542 -1.303082 -0.30 0.35 0.09 0.197
H -0.225738 1.433220 0.177187 0.21 0.09 -0.21 0.165
H -1.625650 -2.358012 -0.720433 0.02 0.04 -0.10 0.218
H -2.337231 -1.049507 -1.686440 0.09 0.12 0.09 0.221
H -0.824290 -1.789877 -2.202621 -0.20 -0.21 0.12 0.221
H -0.022146 -1.827274 1.143638 -0.71 -0.25 0.09 0.204
H 0.776264 -0.319883 1.095556 0.26 0.18 -0.02 0.204
H 1.207243 -2.698147 -0.794706 0.15 -0.40 0.41 0.203
H 2.007155 -1.206718 -1.011494 -0.02 0.04 0.34 0.203
H 2.374323 -2.068663 0.460102 0.12 -0.48 0.29 0.216
O 0.557937 3.588878 1.836956 0.23 -0.40 -0.43 -0.938
H 0.336826 2.922765 1.160471 -0.02 0.60 0.57 0.468
H -0.265052 3.872411 2.239255 -0.19 -0.10 -0.09 0.471
```
Positions in Å, forces in eV/Å.

- multiplicity = 1
- orbital gap (eV) = 10.345
- SMILES = C=C(C)CC.O
- highest occupied orbital energy (hartree) = -0.3482